DFT (wB97M-V/def2-TZVPD) results for a molecular structure, C33H50Cl3GeNO3RbS3SeSi.

```
97
Properties=species:S:1:pos:R:3
Rb -0.1339 0.0043 -0.5070
C 6.0156 0.9763 -0.9917
C 5.2382 1.0315 0.3203
S 3.4350 0.9847 0.2569
C 3.0436 2.5291 -0.5993
C 3.1170 2.5166 -2.1205
S 2.1586 1.2415 -2.9683
C 3.1602 -0.2687 -2.8464
C 4.6308 -0.1599 -3.2502
S 5.8517 -0.5458 -1.9585
H 7.0799 1.0465 -0.7496
H 5.7896 1.8324 -1.6253
H 5.5351 1.9324 0.8678
H 5.5109 0.1724 0.9361
H 3.6835 3.3215 -0.1982
H 2.0237 2.7663 -0.2945
H 4.1417 2.4900 -2.4873
H 2.6726 3.4479 -2.4781
H 2.6464 -0.9524 -3.5235
H 3.0709 -0.6942 -1.8539
H 4.8792 0.8057 -3.6917
H 4.8460 -0.9187 -4.0042
O -1.2602 1.1111 -2.7560
C -2.5186 0.5043 -3.0659
C -3.1042 -0.0709 -1.7084
O -3.8975 -1.0158 -1.8362
O -2.7195 0.5203 -0.6732
C -3.5241 1.5377 -3.5457
C -4.8199 1.1365 -3.8784
C -5.7568 2.0639 -4.3015
C -5.4206 3.4111 -4.3940
C -4.1423 3.8169 -4.0478
C -3.1990 2.8862 -3.6228
C -2.2336 -0.5935 -4.0864
C -1.4617 -1.6864 -3.6874
C -1.0338 -2.6343 -4.5992
C -1.3884 -2.5170 -5.9402
C -2.1613 -1.4443 -6.3496
C -2.5738 -0.4837 -5.4290
H -0.8838 1.4772 -3.5641
H -5.0781 0.0893 -3.7749
H -6.7598 1.7369 -4.5524
H -6.1563 4.1374 -4.7201
H -3.8711 4.8653 -4.0913
H -2.2141 3.2246 -3.3246
H -1.1710 -1.8067 -2.6509
H -0.4048 -3.4513 -4.2662
H -1.0501 -3.2555 -6.6577
H -2.4380 -1.3384 -7.3933
H -3.1615 0.3595 -5.7685
Cl -1.3810 5.8069 0.9528
Ge -1.5944 3.8127 -0.2232
Cl -0.1467 2.6000 1.2015
Cl 0.0379 4.3028 -1.8269
C 0.0837 -3.4909 4.3556
C 0.0303 -2.7208 3.0270
C -1.1709 -3.2329 2.2200
C 1.2811 -3.0779 2.2081
Si -0.0713 -0.8036 3.2988
C 1.3606 -0.1378 4.4233
C 1.0789 -0.3555 5.9171
C 2.6967 -0.8133 4.0896
C 1.5611 1.3640 4.1608
C -1.8231 -0.1936 3.8556
C -2.7779 -0.2096 2.6496
C -1.7967 1.2565 4.3574
C -2.4104 -1.0674 4.9750
H 0.1037 -4.5693 4.1475
H -0.7843 -3.2921 4.9887
H 0.9827 -3.2552 4.9308
H -1.0233 -4.2985 2.0085
H -1.2678 -2.7261 1.2571
H -2.1174 -3.1304 2.7519
H 1.2984 -4.1619 2.0387
H 2.2104 -2.8117 2.7113
H 1.2847 -2.6103 1.2215
H 0.9543 -1.4133 6.1638
H 0.1856 0.1751 6.2512
H 1.9253 0.0255 6.5055
H 2.7086 -1.8759 4.3422
H 3.4917 -0.3274 4.6704
H 2.9491 -0.7055 3.0315
H 0.6736 1.9605 4.3667
H 1.8450 1.5504 3.1228
H 2.3715 1.7330 4.8039
H -2.4450 0.4473 1.8437
H -3.7629 0.1520 2.9709
H -2.9228 -1.1998 2.2203
H -1.4064 1.9395 3.6013
H -1.2190 1.3802 5.2760
H -2.8270 1.5638 4.5766
H -2.5643 -2.1007 4.6599
H -3.3908 -0.6657 5.2634
H -1.7808 -1.0760 5.8695
Se 2.6422 -4.1980 -3.3203
C 1.7559 -3.1805 -2.1104
N 1.1788 -2.5081 -1.3541
```

Its total energy is -8935.2889 a.u. The charge is -2. Its largest force on an atom is 0.59 eV/Å. As for the spin multiplicity: 2. Its expectation value of S² is 0.7512. The frontier orbital gap (spin up / spin down) comes out at 6.38 / 6.52 eV. The value obtained for the lowest unoccupied orbital energy (spin up / spin down) is 3.59 / 3.59 eV.

Here are the Löwdin charges for atoms 1 to 5, given in e: atom 1 (Rb): 0.57, atom 2 (C): -0.55, atom 3 (C): -0.54, atom 4 (S): 0.86, atom 5 (C): -0.53